{"formula": "C50H64BBr57NO7", "method": "ωB97M-V/def2-TZVPD", "species": ["C", "C", "C", "C", "O", "C", "C", "C", "C", "O", "C", "C", "C", "C", "C", "C", "C", "B", "O", "O", "C", "C", "C", "C", "C", "O", "O", "C", "C", "C", "C", "C", "C", "C", "C", "N", "C", "C", "C", "O", "H", "H", "H", "H", "H", "H", "H", "H", "H", "H", "H", "H", "H", "H", "H", "H", "H", "H", "H", "H", "H", "H", "H", "H", "H", "H", "H", "H", "H", "H", "H", "H", "H", "H", "H", "H", "H", "H", "H", "H", "H", "H", "H", "H", "H", "C", "Br", "Br", "Br", "H", "C", "Br", "Br", "Br", "H", "C", "Br", "Br", "Br", "H", "C", "Br", "Br", "Br", "H", "C", "Br", "Br", "Br", "H", "C", "Br", "Br", "Br", "H", "C", "Br", "Br", "Br", "H", "C", "Br", "Br", "Br", "H", "C", "Br", "Br", "Br", "H", "C", "Br", "Br", "Br", "H", "C", "Br", "Br", "Br", "H", "C", "Br", "Br", "Br", "H", "C", "Br", "Br", "Br", "H", "C", "Br", "Br", "Br", "H", "C", "Br", "Br", "Br", "H", "C", "Br", "Br", "Br", "H", "C", "Br", "Br", "Br", "H", "C", "Br", "Br", "Br", "H", "C", "Br", "Br", "Br", "H"], "coordinates": [[-0.129281, 4.666564, 2.917897], [0.525959, 4.475018, 1.751824], [1.042964, 3.035729, 1.494483], [1.993677, 2.750554, 0.268159], [3.216463, 3.463477, 0.162032], [2.076910, 1.169953, 0.412904], [2.542577, 0.493219, -0.921417], [1.683445, 0.645751, -2.224983], [2.633345, 1.140772, -3.409640], [0.509167, 1.461695, -2.181545], [-0.378467, 1.183046, -3.267489], [-1.509483, 0.149276, -2.960609], [-1.297328, -1.261341, -2.815625], [-2.352607, -2.206739, -2.580046], [-3.728946, -1.762023, -2.493264], [-3.974611, -0.318444, -2.620414], [-2.894180, 0.627226, -2.854680], [3.463024, 1.015685, 1.298602], [4.440744, 0.016186, 1.010253], [3.750540, 1.803281, 2.438141], [0.797135, 0.609885, 1.199836], [0.069015, -0.566723, 0.460387], [0.862132, -1.920851, 0.389389], [0.001752, -3.196328, 0.805802], [0.248665, -4.305217, -0.279351], [-0.573636, -4.704137, -1.023338], [1.538390, -4.824901, -0.365801], [1.048894, 0.075027, 2.670519], [-0.234380, -0.427150, 3.436151], [-0.139818, -1.901492, 3.930633], [1.043836, -2.442850, 4.564186], [1.130528, -3.789178, 5.063309], [-0.020228, -4.647512, 4.934177], [-1.220033, -4.184696, 4.305205], [-1.265529, -2.823225, 3.825916], [0.033294, 1.913252, 1.361874], [-1.202137, 2.136074, 0.562109], [-2.499833, 1.657012, 1.313955], [-3.681653, 1.978056, 0.292954], [-2.759435, 2.432038, 2.489576], [-0.066468, 3.860415, 3.688995], [-0.718705, 5.581656, 3.155458], [0.614351, 5.345198, 1.054161], [1.455421, 2.791342, 2.510461], [1.389675, 3.178044, -0.568495], [2.968011, 4.399345, 0.109977], [3.537865, 0.961722, -1.149733], [2.786432, -0.594376, -0.824236], [1.360119, -0.386967, -2.543426], [2.575238, 2.255383, -3.485345], [3.676664, 0.777826, -3.300420], [2.200932, 0.710193, -4.348344], [0.121128, 0.853978, -4.205965], [-0.890495, 2.150413, -3.517046], [-0.253893, -1.628391, -2.910432], [-2.075472, -3.272068, -2.501282], [-4.556211, -2.536951, -2.348782], [-5.025182, 0.077461, -2.554745], [-3.097839, 1.713149, -2.984480], [4.153523, -0.796697, 1.459079], [3.610886, 1.201591, 3.192789], [-0.161719, -0.273894, -0.597366], [-0.942088, -0.804657, 0.880360], [1.102429, -2.096873, -0.695122], [1.843386, -1.932597, 0.913164], [0.338277, -3.640869, 1.766906], [-1.088743, -2.979131, 0.780315], [2.170017, -4.097587, -0.517933], [1.511342, 0.852793, 3.335969], [1.774638, -0.779210, 2.694284], [-0.327624, 0.164404, 4.388973], [-1.200233, -0.276116, 2.908088], [1.942575, -1.801153, 4.713328], [2.031587, -4.173815, 5.569864], [0.007583, -5.680009, 5.330255], [-2.119508, -4.806450, 4.161000], [-2.177588, -2.404267, 3.340160], [-0.367228, 1.964816, 2.314429], [-1.401046, 3.213783, 0.338257], [-1.232640, 1.626325, -0.424576], [-2.536947, 0.553835, 1.458872], [-3.319331, 2.509922, -0.614795], [-4.475705, 2.559752, 0.816611], [-4.161377, 1.014236, -0.004350], [-3.236404, 1.835307, 3.087530], [6.898622, 2.052414, -4.921736], [5.630981, 2.241823, -6.372206], [6.080421, 2.399430, -3.206612], [7.778638, 0.334012, -4.959477], [7.663703, 2.805979, -5.068102], [-4.704785, -6.060193, -0.967015], [-5.999620, -5.641944, 0.410104], [-5.451405, -7.307641, -2.236810], [-3.947209, -4.519143, -1.873141], [-3.880063, -6.558410, -0.470462], [-2.917195, 8.587628, 2.221104], [-1.807493, 9.987776, 2.954351], [-2.005740, 6.876647, 2.218286], [-4.627042, 8.483045, 3.112708], [-3.112330, 8.845293, 1.186407], [-2.681935, -1.383283, 7.835616], [-3.948518, -2.651770, 8.558911], [-2.227890, -1.790484, 5.991919], [-3.295166, 0.441218, 8.045121], [-1.770580, -1.479677, 8.415655], [-3.981642, -1.968882, 12.336814], [-4.383494, -3.629429, 13.237320], [-4.681260, -0.443315, 13.295746], [-2.091218, -1.784186, 11.980459], [-4.483653, -1.998383, 11.376564], [-9.580129, -7.061480, -2.550220], [-10.826312, -6.562491, -1.158799], [-10.366672, -8.293256, -3.813686], [-8.835003, -5.510651, -3.429511], [-8.757517, -7.579515, -2.069864], [-6.529037, 2.897262, 13.651211], [-7.147756, 4.220679, 12.385304], [-5.107725, 3.582944, 14.768226], [-7.980557, 2.174029, 14.701486], [-6.114345, 2.077738, 13.075748], [7.593985, -2.598573, -7.521480], [9.223457, -2.703385, -6.483544], [7.958193, -2.473470, -9.413092], [6.386434, -4.053338, -7.113708], [7.092749, -1.681319, -7.232980], [-7.497774, 2.171326, -1.410206], [-8.419373, 0.495821, -1.697238], [-7.294027, 2.580403, 0.465025], [-5.804534, 2.217180, -2.339168], [-8.114588, 2.953468, -1.837139], [5.756647, 2.455185, 5.507416], [6.881079, 3.041840, 6.962576], [5.814522, 0.533625, 5.282154], [3.943110, 3.096145, 5.699309], [6.154296, 2.893832, 4.599424], [-12.402331, 0.706853, -1.964421], [-11.605727, -1.051192, -2.100209], [-14.272916, 0.682703, -2.441394], [-12.112648, 1.494322, -0.222835], [-11.897793, 1.339269, -2.685743], [5.222059, -4.913718, -0.536651], [6.519829, -5.628579, 0.700484], [4.685754, -3.114133, -0.050002], [5.841260, -5.000271, -2.362394], [4.337871, -5.538343, -0.468639], [9.759886, -1.027525, -12.895020], [10.760391, -0.331202, -11.396404], [9.896300, -2.952071, -13.016151], [7.918352, -0.442452, -12.855634], [10.205885, -0.619423, -13.794286], [-1.093617, 5.378463, -2.968242], [-2.894007, 4.692910, -2.965082], [-1.018374, 7.231478, -3.496392], [-0.217192, 5.063759, -1.274803], [-0.534189, 4.809229, -3.711201], [2.543866, 4.908203, -5.409179], [0.727741, 4.236801, -5.444331], [2.638309, 6.757604, -5.954902], [3.371329, 4.624520, -3.685922], [3.107914, 4.332346, -6.134579], [14.407787, -1.042768, -8.920585], [13.077990, -2.265786, -8.231873], [14.950382, -1.508917, -10.715362], [13.815087, 0.793866, -8.805964], [15.283440, -1.134635, -8.289059], [7.699048, -7.351627, -9.796424], [7.118018, -6.065657, -11.117027], [9.074633, -6.630027, -8.644494], [6.212682, -8.061033, -8.783619], [8.141178, -8.181427, -10.334853], [-10.101282, -2.933975, 2.268284], [-9.305820, -1.448028, 3.205710], [-8.820644, -4.342440, 1.948444], [-11.669010, -3.598985, 3.180093], [-10.425690, -2.567619, 1.299978], [1.697526, 7.122331, 5.894539], [0.013713, 8.067793, 5.927390], [2.009656, 6.145456, 7.532321], [1.839082, 5.976871, 4.338805], [2.480518, 7.867758, 5.814380]], "atomic_forces_ev_per_a": [[0.2, -0.7, -0.5], [-1.1, -0.4, 0.3], [1.9, 1.3, 0.8], [-2.5, 0.3, 0.5], [-0.2, -0.7, 0.8], [2.6, 0.0, -0.4], [-0.4, 0.5, -0.6], [1.2, -1.0, -1.6], [-1.3, -0.4, 0.0], [0.2, -0.4, 0.1], [-1.5, -0.1, -0.5], [-1.9, -0.2, 0.5], [-0.5, 0.5, 0.0], [-0.4, 1.8, -0.3], [1.2, 1.8, -0.4], [1.1, -1.0, -0.2], [0.6, -2.2, 0.2], [1.0, -0.3, 1.0], [-1.6, 0.4, 0.5], [-1.3, -0.8, -0.8], [1.0, -0.7, 0.1], [-0.7, 0.3, -1.0], [-0.2, -0.7, -0.6], [0.9, -0.5, -0.9], [1.0, 1.0, 0.9], [-1.1, -0.5, -0.5], [-0.2, 0.7, 0.0], [0.3, 0.2, 0.7], [0.1, -0.5, 1.3], [0.0, -2.4, 0.2], [-0.3, -0.3, 0.0], [-2.0, 0.6, -0.8], [-0.2, 0.8, -0.4], [1.4, 1.6, -0.3], [1.5, 0.2, -0.6], [-2.0, 0.8, 1.1], [-2.2, 0.0, -0.6], [-1.2, 0.9, -2.2], [0.1, -0.9, 0.5], [1.0, -1.2, 0.3], [-0.5, 0.7, -0.6], [1.3, -1.4, 0.3], [0.0, -1.2, 0.4], [0.5, 0.0, -1.2], [0.2, -1.4, 0.1], [0.3, -0.2, 0.0], [-0.9, -0.3, 0.3], [-0.3, 1.0, 0.2], [0.2, 0.8, 0.5], [0.2, -1.2, 0.2], [-0.8, 0.3, 0.0], [0.6, 0.5, 0.5], [0.1, 0.3, 0.8], [0.5, -0.8, 0.3], [-0.9, 0.1, 0.0], [0.0, 0.9, -0.1], [1.1, 2.3, -0.4], [1.6, -1.0, -0.1], [0.1, -0.9, 0.1], [0.5, 0.0, -0.3], [0.7, 0.5, 0.1], [0.3, -0.1, 1.0], [1.0, 0.5, 0.0], [0.0, 0.4, 0.9], [-0.7, 0.1, -0.2], [-0.4, 0.6, -0.4], [0.8, -0.2, 0.2], [-0.1, -0.2, 0.4], [-0.3, -0.5, -0.9], [-0.5, 0.8, -0.4], [0.0, -0.3, -0.9], [0.7, -0.2, 0.1], [-0.8, -0.4, -0.2], [-0.5, 0.4, -0.4], [0.1, 0.8, -0.3], [0.7, 0.3, 0.3], [0.7, -0.7, 0.3], [0.0, -0.5, -0.3], [0.7, -0.8, 0.5], [0.7, 0.2, 0.7], [0.4, 0.8, 0.4], [-0.4, -0.3, 0.6], [0.9, -0.2, -0.5], [0.4, 0.8, -0.1], [0.1, 0.5, 0.0], [0.1, 0.0, 0.0], [0.1, -0.1, 0.2], [0.3, -0.1, -0.1], [-0.2, 0.2, 0.0], [-0.1, -0.1, 0.0], [0.1, -0.3, -0.1], [0.3, 0.2, -0.3], [0.1, 0.1, 0.1], [-0.8, -2.2, 1.0], [-0.1, 0.0, -0.1], [-0.1, 0.2, -0.1], [-0.1, -0.2, -0.1], [-0.9, 1.0, -0.4], [0.3, 0.0, -0.1], [0.0, 0.0, 0.1], [-0.2, 0.2, 0.1], [0.1, 0.1, -0.2], [-0.5, 0.4, 1.7], [0.0, -0.2, 0.0], [-0.1, 0.0, -0.1], [-0.1, 0.0, -0.1], [0.1, 0.2, -0.1], [0.1, -0.2, 0.0], [-0.2, 0.0, 0.1], [0.1, 0.0, 0.1], [0.0, 0.0, 0.0], [0.1, 0.0, -0.2], [0.1, 0.2, 0.2], [-0.1, -0.1, 0.1], [-0.1, 0.1, 0.0], [0.0, 0.0, 0.0], [0.1, -0.1, 0.2], [-0.2, -0.1, -0.1], [0.2, 0.1, -0.1], [-0.1, 0.1, 0.0], [-0.1, 0.0, -0.1], [-0.2, 0.0, -0.1], [0.0, 0.0, 0.3], [0.2, 0.1, 0.0], [0.1, -0.1, 0.0], [-0.2, 0.0, 0.0], [0.2, 0.3, 0.1], [-0.2, -0.1, -0.2], [-0.7, 0.9, 0.0], [0.1, -0.1, 0.0], [0.1, 0.1, 0.0], [-0.2, -0.1, -0.2], [-0.1, 0.2, 0.0], [0.2, -0.1, 0.0], [-0.1, -0.1, 0.1], [0.0, 0.1, 0.0], [-0.2, 0.1, 0.0], [0.3, 0.0, 0.1], [0.0, -0.1, -0.2], [0.0, -0.1, 0.1], [0.1, -0.4, -0.1], [-0.2, 0.2, -0.2], [0.0, 0.0, -0.2], [-0.1, 0.1, 0.3], [0.1, 0.1, 0.0], [0.1, 0.0, 0.0], [-0.1, -0.1, -0.1], [-0.1, 0.2, 0.1], [0.2, -0.1, 0.0], [-0.1, 0.0, 0.1], [0.0, 0.0, -0.2], [0.0, 0.1, 0.1], [0.0, -0.3, 0.1], [-0.3, 0.3, -0.4], [-0.3, 0.4, 0.5], [0.2, 0.2, 0.0], [0.5, -0.2, -0.6], [-0.1, -0.3, 0.1], [-0.2, 0.5, -0.3], [-0.1, 0.0, 0.1], [0.0, -0.1, 0.0], [0.1, 0.2, -0.1], [-0.1, 0.1, 0.2], [0.0, -0.2, 0.0], [-0.1, 0.0, -0.1], [0.0, 0.0, 0.0], [0.1, -0.1, 0.2], [-0.2, 0.0, -0.1], [0.2, 0.1, -0.1], [-0.1, 0.1, 0.1], [-0.1, 0.0, 0.0], [0.0, -0.1, -0.1], [-0.2, 0.1, 0.1], [0.2, 0.1, -0.1], [0.1, 0.0, 0.1], [0.2, 0.1, 0.2], [0.2, -0.2, -0.1], [-0.1, 0.1, -0.2], [0.3, 0.5, 0.6], [-0.1, -0.1, 0.0]], "mol_weight_da": 5356.4, "charge": 1, "homo_lumo_gap_ev": 9.030}